# 1
Below is 2 unconnected molecules or ions with the total composition C11H11NO, with properties calculated with wB97M-V/def2-TZVPD.

```
24
Properties=species:S:1:pos:R:3:lowdin_charge:R:1
O -0.05390 -2.22067 2.52555 0.02
N 0.15522 -1.02053 0.04541 0.06
C -0.37001 2.67770 -1.81842 -0.12
C 0.12996 0.28072 -0.47067 -0.24
C -1.11429 0.60221 -1.04194 -0.21
C 0.67674 -1.07716 2.18650 -0.18
C 1.21602 1.12223 -0.83538 -0.01
C 0.92354 2.28152 -1.52240 -0.12
C 2.05490 -1.04302 2.25341 -0.11
C -2.02137 -0.55362 -0.84913 -0.13
C 3.26245 -1.15132 2.40496 0.16
C -1.17449 -1.53954 -0.09831 -0.25
C -1.41616 1.82710 -1.59444 -0.06
H -0.57626 3.76911 -2.11296 0.13
H -2.35254 1.92559 -2.09875 0.11
H -1.53977 -1.89380 0.89508 0.11
H -1.13116 -2.53294 -0.60767 0.12
H 4.29450 -1.35913 2.30369 0.03
H 0.32623 -2.84160 2.01701 0.03
H 0.16974 -0.24028 2.71669 0.15
H 1.68743 3.02921 -1.67781 0.10
H -3.01857 -0.15656 -0.36932 0.15
H -2.31771 -0.91283 -1.89649 0.14
H 2.18952 1.02763 -0.35463 0.10
```

## Properties
Electronic energy (a.u.): -555.5525
Strongest force on any atom (eV/A): 5.40
LUMO energy (alpha / beta) (eV): -0.458 / -0.481
ΔE to the lowest compared entry with this formula, charge and spin (kJ/mol): 541.62
Kohn-Sham gap (alpha / beta) (eV): 6.8 / 6.7
HOMO energy (alpha / beta) (eV): -7.22 / -7.21

=====

# 2
Below is a molecular structure, C5H6LiNaO4, with properties calculated with wB97M-V/def2-TZVPD.

```
17
Properties=species:S:1:pos:R:3:lowdin_charge:R:1
Na 0.45177 2.65747 -2.15398 0.63
O 1.17829 -3.11572 0.19951 -0.22
O -0.12130 1.16616 -0.50106 -0.43
O -0.50896 -0.62966 -2.82249 -0.13
O -0.37899 1.54544 -3.42361 -0.19
C -0.63659 1.16922 0.78781 -0.44
C -0.93199 0.43403 -3.30716 -0.44
C 1.11357 -2.00053 0.83579 -0.49
C -0.00430 -1.26452 1.14865 -0.23
C 0.04090 0.13460 1.70202 -0.27
Li 0.31871 -0.62690 -1.06488 0.65
H -1.72567 0.94394 0.76889 0.10
H -0.54891 2.16699 1.26719 0.08
H 2.08459 -1.49173 1.05946 0.09
H -0.98982 -1.71602 0.96243 0.09
H -0.43716 0.19802 2.69794 0.09
H 1.09587 0.42921 1.84349 0.10
```

## Properties
Electronic energy (a.u.): -664.9885
Strongest force on any atom (eV/A): 2.87
LUMO energy (alpha / beta) (eV): 1.579 / 1.528
ΔE to the lowest compared entry with this formula, charge and spin (kJ/mol): 0.00
Kohn-Sham gap (alpha / beta) (eV): 4.4 / 4.3
Net charge: -1
Multiplicity: 2
HOMO energy (alpha / beta) (eV): -2.79 / -2.79

=====

# 3
Below is 5 unconnected molecules or ions with the total composition C27H59N2O5, with properties calculated with wB97M-V/def2-TZVPD.

```
93
Properties=species:S:1:pos:R:3:lowdin_charge:R:1
O -7.40320 -0.59178 2.73306 -0.08
O 10.12495 -0.42655 -0.13799 -0.07
O 6.50806 -0.05842 -2.29043 -0.20
O -6.94616 -0.56763 5.86775 -0.06
O -2.34966 0.99122 1.00248 -0.07
N -2.41855 -3.81121 -4.21000 0.06
N -1.38703 -4.27205 -3.54336 0.12
C -2.16594 -1.57044 -3.52892 -0.14
C -1.39616 1.88865 -2.54140 -0.19
C -8.58953 -2.58077 3.44876 -0.05
C -3.82882 1.50356 2.85581 -0.06
C -5.95238 -0.24295 6.83715 -0.49
C 5.31746 1.36133 -3.82665 -0.17
C -4.76415 -1.18507 6.71874 -0.06
C 1.11282 2.53320 -2.48093 -0.19
C -0.73617 -3.37281 -2.84103 -0.04
C 7.66373 -0.85753 -2.10311 -0.11
C -8.89450 -1.63757 1.13309 -0.06
C 3.70614 2.52044 -2.20869 -0.20
C 4.78513 2.69692 -3.28094 -0.21
C -7.93275 -1.84627 2.29180 -0.49
C -1.09322 -2.02294 -2.79858 0.07
C 11.87044 -0.56856 1.54115 -0.06
C -2.83591 -2.55585 -4.24775 0.05
C 2.44100 1.78557 -2.70809 -0.20
C 6.68600 0.93687 -3.28672 -0.23
C -0.01196 1.63346 -1.93802 -0.20
C -2.61325 -0.14314 -3.59904 -0.11
C -2.36154 0.70522 -2.33557 -0.18
C -5.52909 1.21183 6.70440 -0.05
C 11.51862 -0.67391 0.06617 -0.50
C 12.35737 0.26835 -0.78237 -0.06
C -4.60973 0.08786 0.93967 -0.06
C -3.71422 1.23981 1.36364 -0.49
H 7.30725 0.53581 -4.09483 0.12
H -9.27395 -2.58931 0.75998 0.08
H 12.92221 -0.79801 1.71444 0.08
H 4.15146 1.93466 -1.39838 0.11
H 13.42190 0.06114 -0.66956 0.08
H -8.96004 -3.55747 3.13526 0.08
H -3.67103 -0.12034 -3.86671 0.12
H 4.63759 0.54237 -3.58516 0.11
H -5.65091 0.29018 1.18798 0.07
H 11.67175 -1.70018 -0.27120 0.14
H -2.08174 0.30908 -4.44388 0.14
H -9.74721 -1.03419 1.45471 0.09
H -3.70787 -2.35037 -4.85514 0.16
H -3.18983 2.33577 3.15010 0.09
H 7.19527 1.79681 -2.83518 0.12
H 2.40280 0.80342 -2.23077 0.10
H -4.29520 -1.07415 5.73606 0.07
H -6.39205 1.87095 6.79736 0.08
H -6.43902 -0.39262 7.80205 0.14
H -1.26215 2.09028 -3.60813 0.10
H 1.27124 3.37279 -1.80465 0.11
H 7.75526 -1.59590 -2.90799 0.09
H -9.43305 -2.00131 3.83239 0.09
H -4.31529 -0.82912 1.45952 0.09
H 5.60017 3.28423 -2.85397 0.10
H 11.67849 0.44544 1.90312 0.08
H -4.79891 1.48504 7.46709 0.08
H -3.32546 1.10620 -2.02273 0.11
H -6.56265 -0.45115 4.98836 0.06
H 9.94572 0.47462 0.15339 0.09
H 8.56635 -0.24692 -2.04911 0.07
H -1.82427 2.78696 -2.09568 0.12
H -5.08606 -2.22129 6.82212 0.08
H -2.91958 -4.52010 -4.73458 0.19
H -8.14218 -0.06183 3.05540 0.10
H -0.51368 -1.34212 -2.18807 0.12
H -5.07821 1.38332 5.72215 0.06
H 4.35898 3.28169 -4.10130 0.11
H -1.99978 0.10743 -1.49792 0.09
H 0.76974 2.91838 -3.44474 0.11
H 11.26275 -1.25538 2.12996 0.08
H -8.40329 -1.11139 0.31335 0.07
H -4.01300 -0.97591 7.48133 0.08
H -4.85735 1.73503 3.13468 0.08
H -4.52775 -0.09633 -0.13421 0.06
H -7.88577 -2.71780 4.26931 0.07
H 3.43436 3.48873 -1.78451 0.10
H 2.56364 1.59518 -3.77848 0.11
H -0.07674 1.69920 -0.84928 0.12
H -3.51311 0.62049 3.41942 0.08
H -3.98941 2.14106 0.81290 0.14
H 12.17838 1.30509 -0.48360 0.08
H 0.11721 -3.73635 -2.28421 0.14
H 12.09462 0.17267 -1.83600 0.08
H -2.06478 0.20642 1.48408 0.09
H 0.26620 0.59549 -2.16614 0.08
H -7.06333 -2.41032 1.94693 0.13
H 5.37395 1.41825 -4.91546 0.11
H 7.55951 -1.38310 -1.15590 0.09
```

## Properties
Electronic energy (a.u.): -1549.5634
Strongest force on any atom (eV/A): 0.48
LUMO energy (eV): -4.778
Kohn-Sham gap (eV): 6.1
Net charge: +1
HOMO energy (eV): -10.89